[1]
Formula: C2H4N2O2
Source: OMol25
Level of theory: ωB97M-V/def2-TZVPD

Last column: Mulliken charge in e.
Cartesian coordinates (Å):
C -0.98118 -0.76424 0.08740  -0.123
C 1.22739 0.45556 -0.05913  -0.029
H -0.87440 -0.82671 1.23411  0.240
H -1.94230 -1.37657 -0.14909  0.242
H -0.20371 2.00494 0.23532  0.269
H 2.18622 1.02293 0.14095  0.323
N 0.06090 1.21293 -0.34277  -0.108
N 1.41481 -0.76943 -0.23831  -0.265
O -1.09484 0.46632 -0.44876  -0.299
O 0.20710 -1.42573 -0.45971  -0.251

Output
energy above the lowest of the compared OMol25 structures with the same formula, charge and spin = 128.2 kcal/mol
structure (SMILES) = C1=NOCON1
total energy = -338.44884 Eh
gap between HOMO and LUMO = 9.949 eV

=====

[2]
Formula: C28H33Br36FN3O3PS
Source: OMol25
Level of theory: ωB97M-V/def2-TZVPD

Last column: Mulliken charge in e.
Cartesian coordinates (Å):
C -2.03160 -3.85956 -0.47493  -1.308
C -2.20700 -2.42944 -0.97712  0.674
O -2.76917 -1.56422 -0.34196  -0.520
N -1.63413 -2.18626 -2.30501  0.210
C -2.80739 -1.92842 -3.16210  -0.742
C -0.76875 -0.99181 -2.21826  -0.384
C 0.44407 -1.13915 -3.16378  -0.651
C 1.55395 -2.04759 -2.58959  -0.271
C 2.86920 -1.27638 -2.28881  -0.716
N 2.65183 0.03293 -1.67274  0.570
C 2.95032 1.19881 -2.36134  0.380
O 3.13005 1.32799 -3.55601  -0.673
C 2.97148 2.25650 -1.25532  -0.449
C 3.22142 3.59573 -1.30225  1.256
C 3.51765 4.25335 -2.64754  -0.656
N 4.46911 5.36894 -2.48789  -0.625
C 3.16020 4.28620 -0.07622  -0.655
C 2.91530 3.64853 1.10564  -0.690
P 2.85419 4.62453 2.65135  0.405
S 3.57202 6.43041 2.42414  -0.405
C 2.67240 2.27675 1.13428  0.279
F 2.42912 1.63493 2.26694  -0.304
C 2.68899 1.62392 -0.04289  0.186
C 2.42707 0.13582 -0.31242  0.497
O 2.07175 -0.71717 0.47413  -0.729
H -2.28863 -4.53120 -1.30364  0.344
H -0.97653 -4.02555 -0.22871  0.273
H -2.68429 -4.00359 0.38932  0.381
H -2.53319 -1.71266 -4.20283  0.109
H -3.39869 -2.86028 -3.19433  0.343
H -3.46442 -1.15041 -2.75378  0.157
H -0.38083 -0.91655 -1.19070  0.685
H -1.33172 -0.07716 -2.45945  -0.177
H 0.79576 -0.13858 -3.44670  0.520
H 0.08410 -1.61670 -4.08870  0.143
H 1.20209 -2.60442 -1.71453  0.134
H 1.83478 -2.78863 -3.35216  0.311
H 3.50400 -1.24394 -3.17744  -0.161
H 3.40192 -1.88129 -1.53793  0.328
H 2.59451 4.53000 -3.18230  0.247
H 4.04489 3.50183 -3.24618  0.524
H 4.56451 5.84286 -3.38225  0.279
H 4.13487 6.08444 -1.85895  0.173
H 3.30258 5.39213 -0.04225  0.404
H 3.44594 3.89806 3.70661  0.120
H 1.47520 4.74290 2.95650  -0.025
C 0.49494 7.27748 -0.04653  -0.355
Br 2.03532 6.79742 -1.10706  0.074
Br -0.71415 8.41357 -1.02803  -0.051
Br -0.37840 5.72579 0.68853  0.083
H 0.85435 7.84793 0.80048  0.360
C -3.51432 3.20950 0.14229  -0.490
Br -3.56232 4.92726 -0.72878  -0.042
Br -2.21820 2.02506 -0.65380  0.229
Br -3.22700 3.43898 2.04043  -0.018
H -4.48572 2.74975 0.01874  0.360
C 3.48328 -1.37971 5.46266  -0.077
Br 2.79466 -3.07414 6.06602  0.029
Br 2.72845 0.07654 6.47585  0.000
Br 5.41197 -1.33475 5.46935  -0.028
H 3.16773 -1.25606 4.43685  0.081
C -3.14290 1.66580 -5.34632  -0.377
Br -1.90817 0.19161 -5.50489  0.021
Br -3.23998 2.70279 -6.96999  -0.049
Br -4.89114 1.08679 -4.76165  0.045
H -2.75234 2.31745 -4.57696  0.354
C 3.79773 -3.82568 -6.29949  -0.048
Br 4.32956 -5.65362 -6.00224  -0.010
Br 1.88533 -3.65654 -6.47938  0.042
Br 4.48769 -2.64528 -4.93840  0.076
H 4.23501 -3.51672 -7.23809  -0.046
C 0.40797 -4.73283 9.11069  -0.389
Br 0.34354 -2.83157 8.79986  0.093
Br 0.59894 -5.73049 7.46116  -0.061
Br 1.77029 -5.20422 10.38880  0.014
H -0.54278 -5.01550 9.54098  0.393
C -7.44598 -0.91895 -1.63629  -0.367
Br -8.16997 -2.50745 -2.45881  -0.043
Br -5.60120 -1.15781 -1.13897  0.109
Br -7.68811 0.63668 -2.75654  0.038
H -8.00795 -0.74778 -0.72829  0.351
C -1.22918 1.36712 5.19490  -0.378
Br -1.16112 0.68465 7.00038  -0.014
Br -0.66713 3.20995 5.10539  -0.041
Br -0.22619 0.26389 3.98218  0.047
H -2.26474 1.33494 4.88376  0.347
C 3.38287 -2.11021 -10.14852  -0.323
Br 3.92682 -3.94375 -9.89080  -0.015
Br 1.46753 -1.94674 -10.28066  0.014
Br 4.10719 -0.95953 -8.77955  0.017
H 3.79699 -1.78491 -11.09280  0.344
C 0.93120 -9.51208 8.32316  -0.075
Br 2.60508 -9.01955 9.13926  0.002
Br 1.18064 -10.19037 6.53551  -0.009
Br -0.06663 -10.74235 9.42353  -0.017
H 0.34176 -8.60871 8.24021  0.066
C 1.12676 -0.02519 12.19481  -0.368
Br 2.53425 -1.34121 12.24815  -0.007
Br 0.69918 0.48204 10.38509  0.030
Br -0.43747 -0.61034 13.15892  -0.016
H 1.49682 0.85941 12.69419  0.337
C -10.12865 3.59154 -4.97746  -0.345
Br -11.11362 1.93461 -4.98271  -0.016
Br -10.81772 4.83070 -3.67124  -0.012
Br -8.23704 3.29257 -4.74830  -0.002
H -10.26272 4.04565 -5.94948  0.346

Output
energy above the lowest of the compared OMol25 structures with the same formula, charge and spin = 0.0 kcal/mol
total energy = -94980.50901 Eh
gap between HOMO and LUMO = 8.186 eV

=====

[3]
Formula: C6H17N3
Source: OMol25
Level of theory: ωB97M-V/def2-TZVPD

Last column: Mulliken charge in e.
Cartesian coordinates (Å):
C 1.07954 -0.56583 0.27453  0.455
C 3.24739 -0.28836 -0.30876  -0.951
C 1.77085 1.72762 -0.35771  -0.846
C -2.00927 0.71326 1.17591  -0.716
C -1.79492 0.61259 -1.24591  -0.996
C -2.28412 -1.36872 -0.04526  -1.255
N 1.95418 0.25748 -0.16010  0.047
N 0.99646 -1.63747 0.95261  -0.261
N -1.79656 -0.04856 -0.00021  0.405
H 3.95395 0.60969 -0.13215  0.418
H 3.40244 -1.09533 0.49390  0.313
H 3.46799 -0.78600 -1.26107  0.295
H 2.58923 1.92453 -1.04494  0.481
H 0.86055 1.83079 -1.01558  0.264
H 1.86658 2.34951 0.49317  0.309
H -3.10090 0.47607 1.64108  0.361
H -1.21102 0.40164 1.97942  0.284
H -2.06487 1.84843 1.03994  0.363
H -0.83154 0.37705 -1.92289  0.296
H -2.74821 0.36163 -1.65250  0.406
H -1.89495 1.63607 -1.22849  0.450
H -2.16911 -1.98824 0.84351  0.499
H -3.43896 -1.21611 -0.11533  0.437
H -1.96591 -2.00459 -0.83431  0.453
H 0.20153 -2.21124 0.92541  0.192
H 1.91967 -1.91591 1.50570  0.296

Output
energy above the lowest of the compared OMol25 structures with the same formula, charge and spin = 96.0 kcal/mol
charge = +2
total energy = -402.25532 Eh
gap between HOMO and LUMO (alpha / beta) = 9.460 / 6.876 eV

=====

[4]
Formula: C24H29BClF4GeN2O3Rb
Source: OMol25
Level of theory: ωB97M-V/def2-TZVPD

Last column: Mulliken charge in e.
Cartesian coordinates (Å):
Rb 1.88806 -0.74795 1.55586  0.650
N 1.51167 -2.78150 4.08061  -0.407
C 1.37807 -2.00005 5.30941  -0.580
C -0.06272 -1.56538 5.57175  -0.780
C -0.63889 -0.55066 4.58273  -0.237
N -0.97112 -1.15616 3.29612  -0.320
H 0.79344 -3.49974 4.08396  0.200
H 2.40884 -3.25971 4.09544  0.231
H 2.01887 -1.12075 5.22327  0.234
H 1.71665 -2.57664 6.18887  0.357
H -0.07764 -1.10888 6.56369  0.345
H -0.70508 -2.45227 5.59573  0.294
H 0.08990 0.23962 4.41254  0.131
H -1.52371 -0.09650 5.05883  0.352
H -1.22535 -0.41437 2.64717  0.031
H -1.78803 -1.75204 3.41482  0.242
Ge -1.37201 1.87763 -0.04506  0.331
C -2.81030 1.95804 -1.42705  -0.002
C -4.12871 2.20632 -1.06882  -0.289
C -5.13854 2.19540 -2.01583  -0.596
C -4.83907 1.93959 -3.34410  -0.415
C -3.52584 1.70253 -3.71704  -0.674
C -2.52483 1.70664 -2.76258  -0.124
C -0.14660 3.43594 0.02767  0.377
C 1.19293 3.44970 -0.32017  -0.133
C 1.93832 4.60265 -0.12958  -0.407
C 1.34392 5.74343 0.38199  -0.513
C -0.00153 5.73558 0.71091  -0.607
C -0.74300 4.58294 0.53794  -0.558
H -2.04470 1.57449 1.29819  -0.054
H -4.35915 2.41093 -0.03179  0.338
H -6.16134 2.37491 -1.71330  0.386
H -5.62538 1.92459 -4.08577  0.376
H -3.28021 1.51179 -4.75109  0.393
H -1.50198 1.50455 -3.05231  0.376
H 1.66387 2.55611 -0.70503  0.337
H 2.99463 4.60173 -0.35361  0.402
H 1.92757 6.64005 0.53449  0.380
H -0.46598 6.62048 1.12229  0.392
H -1.79055 4.55817 0.81429  0.342
F 1.74798 3.04017 2.98534  -0.300
B 1.84678 1.78984 2.48200  0.304
F 0.57761 1.37100 1.94230  0.102
F 2.19571 0.84604 3.46372  -0.251
F 2.80647 1.67706 1.47527  -0.380
C 1.97049 -5.31687 -2.19774  -1.347
C 1.84506 -4.16433 -3.14765  0.943
C 2.24906 -4.29063 -4.46783  -0.865
C 2.11534 -3.23151 -5.35235  0.280
Cl 2.65964 -3.42073 -6.97975  -0.230
C 1.56279 -2.03315 -4.94000  -1.113
C 1.15058 -1.90055 -3.62519  -0.130
C 1.29252 -2.94590 -2.72299  0.385
O 0.88964 -2.85495 -1.41024  -0.458
C -0.18463 -1.99377 -1.13468  -0.789
C 0.18235 -0.54142 -0.80636  0.788
O -0.88446 0.10602 -0.47475  -0.499
O 1.30862 -0.11155 -0.84924  -0.612
H 2.57213 -6.10832 -2.63951  0.411
H 0.98332 -5.72036 -1.96851  0.286
H 2.42693 -4.99636 -1.26184  0.308
H 2.66399 -5.22626 -4.81456  0.375
H 1.45261 -1.21573 -5.63556  0.435
H 0.74437 -0.95778 -3.29938  0.509
H -0.68097 -2.39514 -0.24655  0.531
H -0.90843 -1.97605 -1.95943  0.518

Output
energy above the lowest of the compared OMol25 structures with the same formula, charge and spin = 30.4 kcal/mol
total energy = -4252.97688 Eh
gap between HOMO and LUMO = 8.687 eV

=====

[5]
Formula: C6H12N2O
Source: OMol25
Level of theory: ωB97M-V/def2-TZVPD

Last column: Mulliken charge in e.
Cartesian coordinates (Å):
C -0.81766 -1.57603 1.15248  -1.615
C -0.80114 -1.02056 -0.12606  0.153
C -1.67938 0.16832 -0.53422  -0.590
C -0.65589 1.33964 -0.18570  -1.385
C 0.60165 0.83245 -0.72680  0.570
C 1.80665 1.39908 0.05773  -1.156
H 0.01464 -2.68306 1.70194  0.267
H -1.70756 -1.75690 1.27470  0.679
H -0.63966 -0.63511 2.00548  0.206
H -1.04467 -2.09977 -0.81306  0.249
H -2.59893 0.07062 0.17599  0.319
H -1.58757 0.23349 -1.53903  0.437
H -0.68135 2.28980 -0.49384  0.626
H -0.80800 1.81268 1.19478  0.289
H 0.63906 0.99446 -1.83766  0.400
H 1.48686 2.42520 0.66953  0.318
H 2.18880 0.76961 0.91529  0.315
H 2.66867 1.79162 -0.78052  0.242
N 0.63962 -0.58029 -0.50833  0.900
N 1.56218 -1.22501 -0.85926  -0.682
O 1.41366 -2.55026 -0.74341  -0.542

Output
energy above the lowest of the compared OMol25 structures with the same formula, charge and spin = 233.8 kcal/mol
total energy = -420.21130 Eh
gap between HOMO and LUMO = 9.341 eV

=====

[6]
Formula: C4H3FN2O
Source: OMol25
Level of theory: ωB97M-V/def2-TZVPD

Last column: Mulliken charge in e.
Cartesian coordinates (Å):
C 1.32919 -0.06355 -0.03068  0.609
C 0.51436 1.20636 -0.06102  -0.190
C -1.23804 0.02632 -0.00231  0.499
C -0.54666 -1.19491 -0.05203  -0.208
H 2.96542 0.79251 0.39072  0.348
H 1.17597 2.12340 -0.05280  0.235
H -1.15151 -2.01244 0.05498  0.453
N -0.84743 1.29960 -0.00156  -0.510
N 0.73363 -1.23269 -0.00228  -0.491
O 2.61229 -0.07752 0.01302  -0.478
F -2.60496 -0.06634 0.04512  -0.265

Output
energy above the lowest of the compared OMol25 structures with the same formula, charge and spin = 40.7 kcal/mol
structure (SMILES) = Oc1cnc(F)cn1
total energy = -438.80280 Eh
gap between HOMO and LUMO = 9.074 eV

=====

[7]
Formula: C15H55N24O13
Source: OMol25
Level of theory: ωB97M-V/def2-TZVPD

Last column: Mulliken charge in e.
Cartesian coordinates (Å):
C 0.16793 0.97993 0.18859  -0.060
C 0.43897 -0.35547 -0.53145  1.378
C -0.38522 -1.36562 0.21605  0.008
O 0.07837 -0.34698 -1.87105  0.368
H 0.39694 0.85168 1.27616  0.252
H -0.85859 1.36957 0.24513  -0.142
H 0.86608 1.73040 -0.20894  -0.798
H 1.50384 -0.61231 -0.35625  0.176
H -0.24397 -1.32145 1.30028  0.033
H -0.26725 -2.37306 -0.24061  0.207
H -1.41126 -1.11855 -0.08326  -0.791
C -2.54621 -2.97862 -2.71208  0.438
O -3.19156 -2.78778 -1.66760  -0.768
N -1.45498 -2.28478 -3.02568  0.072
N -2.80414 -4.02665 -3.54048  -0.553
H -0.87277 -2.56171 -3.79079  0.310
H -1.17369 -1.54335 -2.36638  -0.327
H -3.62483 -4.58080 -3.28988  0.294
H -2.79222 -3.69614 -4.50697  0.219
C 3.79141 0.99520 2.71728  0.434
O 4.38553 1.05987 3.79089  -0.751
N 4.09146 1.83541 1.72687  -0.114
N 3.03793 -0.09150 2.42328  -0.361
H 4.67024 2.55617 2.08910  0.168
H 3.75199 1.85531 0.78593  0.096
H 2.32408 -0.03545 1.68846  0.215
H 2.70049 -0.42770 3.31992  0.079
C 2.14038 -2.01200 -4.03168  0.354
O 2.78522 -2.54152 -4.82897  -0.650
N 1.92318 -2.42951 -2.73849  -0.204
N 1.39790 -0.93290 -4.31021  -0.181
H 1.36630 -1.87234 -2.09683  -0.034
H 2.36810 -3.31613 -2.54412  0.076
H 0.98520 -0.32407 -3.58078  -0.061
H 1.76090 -0.43714 -5.11831  0.243
C 0.40991 -1.41022 4.31123  0.588
O 0.62870 -2.64412 4.19419  -0.808
N -0.62465 -0.90983 3.73871  0.205
N 1.06486 -0.72225 5.27534  -0.562
H -0.93407 0.06865 3.72312  0.055
H -1.10704 -1.60087 3.19178  0.129
H 1.56796 0.11002 5.03296  0.304
H 1.64273 -1.45875 5.64551  0.322
C 2.27208 5.08450 0.28929  0.505
O 2.65132 4.26452 -0.52039  -0.649
N 3.08167 6.05679 0.82157  -0.576
N 1.03773 4.92165 0.64626  -0.064
H 2.73420 6.98724 0.85011  0.253
H 3.95146 6.15390 0.29161  0.293
H 0.68389 4.10796 0.17766  -0.080
H 0.43996 5.57856 1.10804  0.156
C 4.27339 0.79098 -1.63262  0.656
O 5.27327 1.46085 -1.37497  -0.713
N 4.41068 -0.49129 -2.00624  -0.335
N 3.09674 1.32688 -1.73619  -0.108
H 3.61232 -1.08997 -1.81801  0.120
H 5.28826 -0.88668 -1.66998  0.263
H 2.23186 0.84885 -1.93721  0.015
H 2.96831 2.19918 -1.24307  -0.110
C 2.07305 -4.88486 0.80828  0.616
O 1.05016 -5.47201 0.44867  -0.666
N 3.11129 -5.64211 1.07201  -0.559
N 2.07621 -3.62810 1.12137  0.044
H 2.96448 -6.48858 0.55872  0.294
H 4.05816 -5.29542 0.88186  0.227
H 1.17057 -3.20633 1.09401  -0.129
H 2.76992 -3.21004 1.66967  0.177
C -0.64949 4.54603 -2.51697  0.486
O -0.35422 5.71408 -2.55329  -0.715
N -1.93950 4.27200 -2.33344  -0.337
N 0.22333 3.56562 -2.63835  -0.150
H -2.49793 4.98281 -2.73499  0.267
H -2.21195 3.36405 -2.69244  0.231
H -0.00868 2.74734 -3.15565  0.138
H 1.20035 3.75173 -2.55989  0.176
C -4.81344 0.32446 1.43217  0.509
O -4.15013 1.06330 0.69589  -0.753
N -5.78398 0.72607 2.19226  -0.468
N -4.37988 -0.89861 1.55587  -0.168
H -6.64960 0.21179 2.21632  0.239
H -5.89282 1.72105 2.06062  0.282
H -3.50044 -0.95639 1.07960  0.016
H -4.56977 -1.58735 2.23197  0.213
C -1.93976 -3.88228 1.72121  0.407
O -2.10159 -2.74613 2.07506  -0.669
N -2.60871 -4.39983 0.68210  -0.477
N -1.02593 -4.63571 2.45888  -0.351
H -2.84181 -3.59165 0.09372  0.188
H -2.21441 -5.13404 0.13624  0.337
H -0.79125 -5.53966 2.13733  0.220
H -0.45945 -4.03295 3.06422  0.216
C -2.76002 1.12192 -3.48988  0.124
O -3.77516 1.53074 -4.06448  -0.798
N -2.70825 0.99254 -2.16782  0.291
N -1.69608 0.88038 -4.17017  -0.163
H -3.58333 0.99945 -1.66737  -0.079
H -1.89745 0.52393 -1.73437  -0.006
H -1.98658 0.84652 -5.12717  0.197
H -1.06481 0.21015 -3.78460  0.194
C -2.01160 2.80338 3.24571  0.684
O -1.97841 1.75605 3.82894  -0.861
N -1.53697 3.87217 3.83096  -0.394
N -2.27832 2.82146 1.96518  -0.025
H -1.27647 3.73044 4.81737  0.252
H -1.43744 4.81798 3.49988  0.142
H -2.87545 2.08417 1.60081  -0.093
H -2.40772 3.64385 1.42814  0.207

Output
charge = -1
total energy = -2897.33741 Eh
gap between HOMO and LUMO = 8.205 eV

=====

[8]
Formula: C4H9NO2
Source: OMol25
Level of theory: ωB97M-V/def2-TZVPD

Last column: Mulliken charge in e.
Cartesian coordinates (Å):
C -2.16883 -0.27122 -0.68163  -1.231
C -0.36416 0.34554 -0.76355  0.510
O -0.36427 1.55503 -0.19062  -0.806
C 0.35650 -0.78282 -0.04680  -0.556
C 1.86878 -0.53283 0.05104  0.280
O 2.66909 -1.41991 -0.18418  -0.626
N 2.19995 0.71079 0.47261  -0.327
H -2.39944 -0.69759 0.29914  0.345
H -1.99970 -1.06523 -1.40969  0.418
H -2.99070 0.35410 -1.05626  0.384
H -0.25246 0.31157 -1.86112  0.342
H -1.50855 0.83110 -0.32577  0.180
H -0.03611 -0.85038 0.97455  0.306
H 0.22359 -1.74184 -0.55229  0.320
H 3.17962 0.94799 0.51624  0.224
H 1.48333 1.43088 0.50143  0.236

Output
energy above the lowest of the compared OMol25 structures with the same formula, charge and spin = 95.2 kcal/mol
total energy = -362.93380 Eh
gap between HOMO and LUMO = 10.315 eV